{"formula": "C25H44Cl4HoN3O6Si", "method": "ωB97M-V/def2-TZVPD", "symbols": ["C", "C", "H", "H", "H", "C", "C", "H", "H", "H", "H", "Ho", "Cl", "C", "O", "N", "C", "C", "H", "H", "H", "H", "H", "H", "H", "H", "H", "C", "C", "N", "H", "C", "O", "H", "H", "H", "H", "H", "H", "C", "C", "N", "H", "C", "O", "H", "H", "H", "H", "O", "C", "C", "C", "H", "C", "H", "C", "H", "C", "C", "H", "H", "H", "Si", "Cl", "C", "C", "C", "H", "H", "H", "H", "H", "H", "H", "H", "H", "Cl", "C", "Cl", "C", "O", "O", "H"], "coordinates": [[-0.314, 4.170, -0.711], [-1.473, 3.321, -0.279], [-0.613, 5.057, -1.285], [0.392, 3.577, -1.309], [0.228, 4.530, 0.175], [-2.746, 3.632, -0.594], [-3.191, 4.772, -1.456], [-3.556, 3.035, -0.171], [-2.415, 5.146, -2.127], [-3.487, 5.615, -0.825], [-4.069, 4.499, -2.048], [0.611, -0.867, -0.460], [1.959, -1.721, -2.484], [-1.467, -1.756, 2.023], [-1.002, -1.869, 0.858], [-2.427, -2.513, 2.525], [-3.122, -3.505, 1.711], [-2.930, -2.306, 3.878], [-1.092, -0.985, 2.716], [-2.506, -3.762, 0.845], [-4.096, -3.125, 1.360], [-3.297, -4.386, 2.338], [-2.219, -1.689, 4.438], [-3.031, -3.284, 4.360], [-3.904, -1.790, 3.862], [3.480, -5.996, 0.925], [5.384, -4.412, 1.676], [3.238, -5.262, 0.149], [5.062, -3.733, 0.876], [3.649, -3.941, 0.600], [2.167, -5.270, -0.055], [2.816, -2.900, 0.575], [1.627, -2.937, 0.173], [5.228, -2.700, 1.199], [3.269, -1.959, 0.932], [3.795, -5.537, -0.756], [5.652, -3.927, -0.030], [-1.140, 1.880, -2.582], [-4.063, 1.553, -2.373], [-1.321, 1.012, -3.235], [-3.789, 0.740, -3.065], [-2.458, 0.229, -2.758], [-0.419, 0.383, -3.249], [-2.279, -0.985, -2.205], [-1.170, -1.409, -1.824], [-4.517, -0.075, -2.959], [-3.199, -1.595, -2.122], [-1.546, 1.371, -4.247], [-3.792, 1.122, -4.092], [-0.395, 1.208, -0.303], [-1.088, 2.050, 0.514], [-3.106, 0.560, 0.482], [-2.312, 1.422, 1.222], [-2.807, 0.354, -0.546], [-4.270, -0.014, 1.009], [-0.417, 2.423, 1.303], [-2.716, 1.747, 2.533], [-4.823, -0.755, 0.415], [-4.721, 0.400, 2.267], [-3.954, 1.296, 3.024], [-2.062, 2.380, 3.136], [-5.674, 0.040, 2.656], [-4.297, 1.649, 4.006], [4.192, 1.255, -2.303], [2.078, 1.600, -1.777], [4.135, 0.391, -3.957], [4.860, 0.377, -0.780], [5.317, 2.728, -2.774], [3.107, 0.152, -4.258], [4.711, -0.545, -3.952], [4.577, 1.060, -4.710], [5.038, 3.100, -3.769], [6.383, 2.451, -2.878], [5.294, 3.584, -2.086], [4.076, -0.192, -0.253], [5.293, 1.121, -0.087], [5.657, -0.322, -1.064], [3.051, 1.424, 3.821], [1.879, 0.121, 3.966], [0.327, 0.588, 4.708], [1.562, -0.634, 2.608], [1.185, -1.796, 2.830], [1.685, -0.046, 1.480], [2.332, -0.625, 4.622]], "homo_lumo_gap_ev": [8.5179, 8.5288], "lumo_energy_ev": [0.5, 0.5], "e_homo_ev": [-8.0, -8.0], "energy_ev": -127167.8634, "multiplicity": 5, "charge": 0, "max_force_ev_per_a": 2.03}